1.
The following is a DFT calculation (ωB97M-V/def2-TZVPD) of a 2-piece molecular cluster, C4H10S overall.

Output
Multiplicity ... 3
Max |F| ... 0.2452 hartree/bohr
Expectation value of S² ... 2.01
Kohn-Sham gap (spin up / spin down) ... 0.224 / 0.279 Eh
LUMO energy (spin up / spin down) ... 0.9 / -2.0 eV
E_HOMO (spin up / spin down) ... -5.2 / -9.6 eV
Charge ... 0
ΔE to the lowest compared entry with this formula, charge and spin ... 3.5 kcal/mol

Geometry as XYZ:
```
15
Properties=species:S:1:pos:R:3:forces:R:3:lowdin_charge:R:1
C 0.72716 -1.17050 -0.52630 0.6 1.4 1.5 -0.0728
C 0.44697 1.29803 -1.18890 -1.1 0.2 1.4 -0.0795
C 0.60089 0.69410 1.20452 0.8 2.8 10.4 -0.0301
C 0.51146 0.29466 -0.04727 -1.1 -3.5 -12.1 -0.4889
S -2.31021 -1.09158 1.00977 -0.5 -1.0 0.7 0.5546
H 1.42556 -1.72318 0.15733 0.1 0.6 -0.8 0.0893
H -0.14106 -1.78627 -0.40887 -1.0 -0.4 -0.1 0.0115
H 1.00410 -1.16661 -1.58750 0.2 -0.2 0.5 0.0747
H 0.39666 0.91205 -2.22649 -1.0 -0.2 0.8 0.0784
H 1.38137 1.79946 -1.28732 1.2 1.2 0.5 0.0542
H -0.34090 2.09385 -0.85371 1.2 -1.1 -1.2 0.1116
H 0.75587 -0.15498 1.88382 0.2 0.8 0.4 0.0655
H 0.30660 1.68845 1.69239 0.2 -1.7 -1.2 0.0966
H -3.42606 -0.37091 0.91080 0.0 0.3 -0.1 -0.2113
H -1.50937 -0.25656 0.38769 0.3 0.8 -0.6 -0.2538
```
Forces are in eV/Å.


2.
The following is a DFT calculation (ωB97M-V/def2-TZVPD) of a 8-piece molecular cluster, C2H20NO9 overall.

Output
Multiplicity ... 2
Max |F| ... 0.0723 hartree/bohr
Expectation value of S² ... 0.76
Kohn-Sham gap (spin up / spin down) ... 0.351 / 0.143 Eh
LUMO energy (spin up / spin down) ... -8.1 / -13.7 eV
E_HOMO (spin up / spin down) ... -17.6 / -17.6 eV
Charge ... +2

Geometry as XYZ:
```
32
Properties=species:S:1:pos:R:3:forces:R:3:lowdin_charge:R:1
O 1.89492 0.81498 -1.73605 0.4 1.2 -0.1 0.4023
C 1.29581 -0.16001 -1.32437 -0.6 -3.7 -0.2 -0.4008
O 1.31498 -1.31386 -1.96096 -0.2 0.9 0.3 0.2485
C 0.36316 -0.19972 -0.12278 -1.0 1.8 1.0 -0.0232
N -0.93350 0.51288 -0.40752 0.3 -0.7 -0.1 0.2143
H 1.92891 -1.35050 -2.71368 0.2 0.1 -0.3 0.1904
H 0.14352 -1.20528 0.22203 0.4 -0.4 -0.6 0.1451
H 0.87219 0.26983 0.72013 -0.1 0.2 -0.1 0.1315
H -1.22323 1.09568 0.46032 0.3 0.6 0.5 0.1178
H -0.86642 1.15466 -1.22750 -0.1 0.0 0.0 0.1174
H -1.66721 -0.17887 -0.59986 0.1 0.1 -0.1 0.1645
H 0.33372 2.06901 -3.09925 -0.1 0.5 -0.4 0.0606
H -1.19203 2.22588 -3.42000 0.1 0.2 -0.1 0.0989
O -0.54084 1.71079 -2.93006 0.1 -0.5 0.6 -0.0104
H -2.66767 -3.48824 -1.30270 -0.1 0.2 0.3 0.0940
H -1.20494 -3.12484 -1.36424 -0.2 0.0 0.2 0.0684
O -2.02496 -2.87913 -0.90469 0.5 -0.1 -0.7 -0.0407
H 3.73827 -0.37505 0.25136 0.5 0.1 0.2 0.0928
H 3.23180 -1.82945 0.29921 0.1 0.1 0.1 0.1070
O 2.94614 -0.91024 0.20456 -0.3 -0.2 -0.2 0.0142
H -0.86989 1.47759 2.39852 -0.4 0.4 -0.4 0.0459
H -0.33619 2.65059 1.50298 -0.7 -0.2 0.2 0.0356
O -1.15577 2.13477 1.70861 0.9 -0.6 -0.2 -0.0545
H 1.40291 4.13775 0.75647 0.0 -0.1 -0.1 0.0946
H 1.69349 2.83817 -0.03288 0.1 0.4 0.2 0.0414
O 1.02737 3.28019 0.50686 0.2 -0.1 -0.2 -0.0293
H -0.87285 -0.97576 2.49432 0.1 0.3 0.5 0.0217
H -0.24434 -0.35917 3.79275 0.0 0.0 -0.2 0.0885
O -0.39502 -0.18427 2.85210 0.0 -0.5 -0.2 -0.0645
H -1.87793 -2.61456 0.85075 -0.2 -0.2 0.6 0.0024
H -2.39482 -2.83190 2.33232 0.2 0.1 -0.3 0.0873
O -1.71957 -2.39194 1.79324 0.1 0.2 -0.3 -0.0618
```
Forces are in eV/Å.


3.
The following is a DFT calculation (ωB97M-V/def2-TZVPD) of a 3-piece molecular cluster, C4H15N2O2 overall.

Output
Multiplicity ... 1
Max |F| ... 0.0676 hartree/bohr
Kohn-Sham gap ... 0.315 Eh
LUMO energy ... -3.2 eV
E_HOMO ... -11.8 eV
Charge ... +1
ΔE to the lowest compared entry with this formula, charge and spin ... 56.7 kcal/mol

Geometry as XYZ:
```
23
Properties=species:S:1:pos:R:3:forces:R:3:lowdin_charge:R:1
C -1.31076 0.41281 -0.64731 0.0 -0.5 -3.2 -0.0818
C -0.17316 1.09793 -1.56431 -2.9 -0.5 1.8 -0.1031
C 1.11672 0.61491 -1.08747 2.3 -0.7 -1.5 -0.4422
C 1.56481 0.67168 0.15971 1.6 -0.7 -0.2 0.0390
N 2.01898 0.13059 -2.07026 0.0 -0.2 -1.1 0.0721
N -1.16001 -1.08090 -0.20652 -0.1 0.3 0.1 0.1772
H -1.34728 1.11500 0.13431 -0.5 -0.3 1.9 0.0939
H -2.21253 0.45592 -1.25990 -0.2 0.0 0.5 0.1225
H -0.41308 1.01816 -2.59783 0.3 -0.7 -0.9 0.1035
H -0.43241 2.16548 -1.35943 0.9 -0.6 0.0 0.1453
H 2.60679 0.44698 0.37106 0.0 -0.5 -0.4 0.0778
H 1.10559 0.84197 1.06726 -1.7 1.2 1.3 0.0347
H 1.84336 -0.49798 -2.90165 -0.3 1.5 1.7 0.1283
H 2.98722 0.12288 -1.78104 -0.2 -0.3 0.0 0.0857
H -1.28119 -1.86657 -0.90882 0.4 1.6 0.4 0.1892
H -0.20482 -1.17354 0.21018 -0.7 -0.3 0.0 0.1248
H -1.90804 -1.31794 0.48720 1.1 0.5 -0.3 0.1732
H -0.51079 -3.72123 2.18058 -0.1 -0.2 0.4 0.0422
H 0.34167 -4.17354 0.98458 -0.5 0.9 0.5 0.0758
O -0.09491 -3.38576 1.38904 0.5 -0.6 -1.0 -0.0616
H -1.27360 2.85580 3.80534 0.4 -0.3 -0.9 0.0607
H -0.19910 2.78998 2.66998 0.3 0.3 0.2 0.0185
O -1.06348 2.47740 2.92532 -0.7 -0.1 0.6 -0.0757
```
Forces are in eV/Å.